Entry 1:
This record from the Open Molecules 2025 dataset describes a molecular structure, C3H12N6O3Tl at a distorted geometry. The level of theory is ωB97M-V/def2-TZVPD.

```
25
Properties=species:S:1:pos:R:3:forces:R:3:nbo_charge:R:1
Tl -0.37456 0.93106 0.05577 -0.0447 -0.1026 -0.1217 1.113
C 2.57990 -0.99930 2.13192 0.8164 1.3780 2.7358 0.754
O 1.65892 -0.81564 1.32825 -0.2474 -0.5198 -0.5904 -0.580
N 2.70451 -0.24868 3.28537 -0.2287 -0.2582 -1.0846 -0.665
N 3.53305 -1.94956 2.01372 -1.0072 0.5991 -1.7532 -0.643
H 1.99663 0.43379 3.51715 0.0870 -0.0278 0.0551 0.432
H 3.47596 -0.37812 3.92651 -0.1608 -0.1312 0.1602 0.439
H 4.25413 -2.14169 2.69318 -0.0222 -0.2473 0.0750 0.457
H 3.54659 -2.29798 1.06234 0.6790 -0.6151 0.3457 0.431
C -0.64563 -2.95456 -0.98000 -0.2229 -1.9376 0.2190 0.759
O -0.65313 -1.76038 -0.67727 -0.1283 0.2188 0.0997 -0.577
N 0.48402 -3.62883 -1.37713 0.5439 1.2335 0.3606 -0.621
N -1.73725 -3.75348 -0.82557 0.2837 1.4370 -0.4462 -0.639
H 0.65432 -4.62203 -1.26209 -0.4371 -0.0933 -0.0433 0.446
H 1.31616 -3.05285 -1.28950 0.0538 -0.1853 -0.3955 0.421
H -1.74597 -4.73297 -1.07999 -0.0628 -0.0611 0.2401 0.450
H -2.58521 -3.25277 -0.58368 -0.2058 -0.5032 -0.0081 0.445
C -2.35177 3.89740 -1.37887 0.4672 1.0482 -1.1973 0.749
O -2.19923 2.66318 -1.21811 0.4115 -0.6051 0.7870 -0.542
N -2.59712 4.79002 -0.36817 0.2825 -1.2229 -1.4073 -0.612
N -2.18829 4.42506 -2.61219 -0.2786 -0.3838 0.5963 -0.763
H -2.55857 5.73236 -0.73450 0.0107 0.4744 1.1315 0.434
H -2.33569 4.49728 0.56349 -0.3656 0.5522 0.2081 0.436
H -1.94587 3.80863 -3.37421 -0.2189 0.0422 0.0205 0.441
H -2.28592 5.41008 -2.81643 -0.0048 -0.0891 0.0130 0.434
```
Forces are in eV/Å.

The max |F| comes out at 3.17 eV/A. The calculation puts the energy above the lowest of the compared OMol25 structures with the same formula, charge and spin at 35.8 kcal/mol. The calculation puts the HOMO-LUMO gap at 2.22 eV. As for the highest occupied orbital energy: -19.4 eV. The calculation puts the total energy at -23050.1952 eV. As for the molecular weight: 384.55 g mol⁻¹. Its total charge is +3.

Entry 2:
This record from the Open Molecules 2025 dataset describes 3 unconnected molecules or ions with the total composition C3H12NO at a distorted geometry. The level of theory is ωB97M-V/def2-TZVPD.

```
17
Properties=species:S:1:pos:R:3:forces:R:3:nbo_charge:R:1
C 1.08342 1.07442 -1.91031 -0.7124 -0.9156 -0.9873 -0.573
C 1.25475 -0.28662 -2.58960 1.7964 -1.1334 1.9450 -0.619
N -1.51170 0.14087 1.33552 1.0578 0.1805 1.7138 -0.322
C -1.75626 -0.50919 2.57495 -0.9595 0.1630 1.3983 -0.501
H 1.14308 1.12979 -0.77905 0.8372 -0.2495 -0.8897 0.262
H 0.02469 1.32709 -1.97500 -0.5552 0.3703 -0.0783 0.241
H 1.66475 1.76564 -2.49786 0.1824 0.7284 0.5372 0.235
H 0.94667 -1.09792 -1.92824 -0.7110 -0.0407 -0.1234 0.205
H 2.34857 -0.52852 -2.55328 -0.4358 0.3786 -0.5126 0.236
H 0.91535 -0.50332 -3.59675 -0.2028 0.7261 -0.0822 0.246
H -1.44085 1.15277 1.47408 -0.4646 0.1896 -0.1764 0.407
H -1.06364 -1.29507 2.83535 0.3781 -0.6619 -0.6664 0.277
H -1.74827 0.11347 3.48733 -0.3516 0.2806 -0.7540 0.248
H -2.74134 -1.05402 2.54664 0.3939 0.3451 -0.2527 0.318
H -0.57853 -0.14212 0.89076 1.2452 -1.1320 -1.9578 0.385
H 1.27258 -0.96638 1.01285 0.1923 -0.0215 -0.0817 0.487
O 0.78722 -0.33472 0.44544 -1.6904 0.7923 0.9684 -0.531
```
Forces are in eV/Å.

The max |F| comes out at 2.88 eV/A. The calculation puts the energy above the lowest of the compared OMol25 structures with the same formula, charge and spin at 200.0 kcal/mol. The calculation puts the HOMO-LUMO gap at 4.45 eV. As for the highest occupied orbital energy: -14.8 eV. The calculation puts the total energy at -6828.7396 eV. As for the molecular weight: 78.13 g mol⁻¹. Its total charge is +1.